# 1
18
Properties=species:S:1:pos:R:3:forces:R:3:lowdin_charge:R:1 method="wB97M-V/def2-TZVPD" homo_ev=-8.1 de_lowest_kcal_mol=47.0
H 1.2724 -2.3758 0.0664 0.12 -0.09 1.26 0.066
N 1.7745 -1.4897 0.0968 -0.60 0.15 -1.84 0.130
C 1.0208 -0.4748 0.2240 2.15 2.09 1.06 -0.300
C -0.2340 -0.2829 1.0082 -0.05 -1.29 -1.07 -0.126
C -1.0898 -0.9071 -0.0635 -2.59 1.32 -0.21 -0.126
C -2.1848 -0.2682 -0.5448 0.10 -1.96 0.21 -0.209
N -2.8160 0.7940 0.0428 0.40 1.57 0.55 0.047
C 1.6461 0.9299 -0.2686 0.94 -0.87 2.07 -0.461
N 2.9249 0.7656 -0.6500 0.03 -0.14 -0.56 0.153
O 1.1535 2.0089 -0.0044 -0.68 -0.16 -0.56 0.038
H -0.2374 -0.8528 1.9408 0.16 0.04 -0.09 0.125
H -0.4075 0.7800 1.1856 -0.10 -0.31 -0.14 0.100
H -0.8738 -1.8940 -0.4478 0.33 0.20 -0.18 0.096
H -2.7227 -0.7132 -1.3719 -0.10 -0.27 -0.02 0.102
H -2.2524 1.6103 0.2276 -0.15 -0.04 0.23 0.087
H -3.7990 0.9908 -0.0489 0.27 -0.25 -0.56 0.086
H 3.5418 1.5567 -0.7317 -0.19 -0.02 -0.06 0.113
H 3.2834 -0.1777 -0.6608 -0.02 0.04 -0.07 0.079



# 2
12
Properties=species:S:1:pos:R:3:forces:R:3:lowdin_charge:R:1 method="wB97M-V/def2-TZVPD" homo_ev=-8.4 de_lowest_kcal_mol=127.6
C 1.9701 -1.1767 -0.5296 -1.94 -1.43 -4.59 -0.011
C 1.9117 -0.0956 0.2496 -1.39 6.43 1.88 -0.312
C -2.4464 0.4464 0.5159 -1.49 -0.53 -0.85 -0.061
C 0.9363 0.5230 -0.4406 3.67 -5.81 2.77 0.130
H 1.5312 -2.0900 -0.3118 -1.34 -1.48 0.36 0.045
H 2.6183 0.2513 0.9414 0.80 0.64 1.50 0.079
H -3.2113 0.9346 -0.2024 1.24 -1.51 0.68 0.049
H -1.4641 0.2328 0.0836 -0.41 0.24 -0.20 -0.035
H -2.3683 1.2290 1.2234 0.50 0.59 1.17 -0.017
H 0.9716 1.3476 -1.0386 -0.91 1.89 -1.66 0.032
H -2.8052 -0.4958 1.0315 0.06 1.20 -0.77 0.036
H 2.3561 -1.1065 -1.5224 1.21 -0.23 -0.28 0.066



# 3
17
Properties=species:S:1:pos:R:3:forces:R:3:lowdin_charge:R:1 method="wB97M-V/def2-TZVPD" smiles="CP=[PH2][C@@H](C=O)CBr" homo_ev=-7.8 de_lowest_kcal_mol=0.0
C -1.1562 -0.8047 2.9749 -0.42 -0.77 -4.25 -0.399
P 0.4173 -0.5563 1.7095 -0.99 0.23 1.17 0.494
P -0.6308 0.5432 0.3381 -0.23 2.73 -1.39 0.505
C 0.2460 0.5998 -1.2824 -0.50 -2.43 -0.90 -0.618
C 1.5460 1.3206 -1.0768 1.27 -0.94 -0.38 -0.395
O 1.5961 2.5058 -1.1412 0.04 1.20 0.12 0.057
C 0.4682 -0.9354 -1.6067 3.69 3.82 -1.65 -0.526
Br 1.2339 -0.8414 -3.5173 -0.37 -0.43 0.91 0.550
H -1.8069 0.0765 3.1071 0.68 -0.50 0.43 0.009
H -0.6156 -1.2265 3.7618 0.21 -0.24 1.77 -0.050
H -1.7366 -1.6452 2.4299 0.66 1.37 1.19 0.028
H -1.8248 -0.0406 -0.0928 -0.50 0.29 0.17 -0.017
H -0.8731 2.0948 0.1734 -0.15 -2.05 0.98 0.048
H -0.3126 1.1137 -2.1525 0.56 -0.75 1.76 0.139
H 2.5140 0.7263 -0.9247 -1.13 0.23 0.04 0.147
H -0.3258 -1.5473 -1.6693 -2.97 -1.78 -0.16 0.000
H 1.2609 -1.3831 -1.0311 0.15 0.01 0.19 0.026



# 4
14
Properties=species:S:1:pos:R:3:forces:R:3:lowdin_charge:R:1 method="wB97M-V/def2-TZVPD" homo_ev="-7.3 / -7.3" de_lowest_kcal_mol=161.6
C -0.1112 -1.9138 0.0137 0.63 2.71 0.35 0.205
C 0.9032 0.3822 -0.0566 -2.74 -3.81 -0.66 -0.100
C -1.3861 -1.2995 0.3577 0.86 0.28 1.56 -0.360
C -1.5674 0.2828 0.2630 0.83 -1.36 -1.73 -0.205
C -0.2630 0.9610 -0.0014 1.02 0.98 0.46 -0.198
C 2.2538 0.3911 -0.4979 1.97 1.88 -0.83 -0.139
H -2.1174 -1.8723 -0.2310 -0.35 0.19 0.35 0.090
H -1.4565 -1.6589 1.4839 0.06 0.37 -1.87 0.156
H -2.1482 0.4130 -0.6757 -0.37 0.44 1.02 0.114
H -1.8777 0.7974 1.1429 -1.50 -0.08 0.59 0.087
H -0.3494 2.0746 0.0394 0.07 -0.65 -0.30 0.122
H 2.8087 -0.5250 -0.5491 -0.29 -0.77 -0.01 0.069
H 2.8455 1.0113 0.1430 0.53 0.39 1.09 0.066
H 2.4657 0.9560 -1.4320 -0.73 -0.58 -0.03 0.095



# 5
21
Properties=species:S:1:pos:R:3:forces:R:3:lowdin_charge:R:1 method="wB97M-V/def2-TZVPD" smiles=CC(C)C[C@@H](C)O homo_ev=-10.2 de_lowest_kcal_mol=7.6
C 1.9158 0.2906 -0.2964 -0.01 0.04 -0.04 -0.089
C 1.0287 -0.7439 0.4022 0.01 -0.01 0.02 -0.411
C 1.2389 -2.1146 -0.2494 0.02 -0.06 0.00 -0.098
C -0.4884 -0.4070 0.4247 -0.08 -0.03 0.00 -0.138
C -0.9321 0.9653 -0.0680 -0.11 -0.30 -0.17 -0.465
C -2.4554 1.0691 -0.0919 -0.04 0.01 0.00 -0.057
O -0.3868 1.9461 0.8066 -0.02 0.27 -0.03 -0.045
H 2.9612 -0.0384 -0.2680 -0.15 0.05 0.00 0.078
H 1.8430 1.2695 0.1832 0.03 -0.14 -0.09 0.070
H 1.6380 0.4029 -1.3524 0.05 -0.03 0.13 0.079
H 1.3675 -0.8079 1.4444 -0.04 0.02 -0.15 0.130
H 2.2804 -2.4444 -0.1620 -0.14 0.05 -0.01 0.074
H 0.9936 -2.0609 -1.3193 0.02 -0.02 0.17 0.082
H 0.5999 -2.8830 0.2012 0.09 0.11 -0.03 0.076
H -0.8766 -0.5263 1.4461 0.06 0.01 -0.17 0.126
H -1.0207 -1.1442 -0.1918 0.07 0.11 0.07 0.113
H -0.5467 1.1182 -1.0899 -0.04 0.03 0.17 0.137
H -2.8488 0.9492 0.9236 0.05 0.00 -0.14 0.085
H -2.9003 0.2999 -0.7326 0.09 0.11 0.07 0.081
H -2.7789 2.0475 -0.4684 0.07 -0.13 0.05 0.077
H -0.6323 2.8124 0.4581 0.07 -0.09 0.15 0.096



# 6
10
Properties=species:S:1:pos:R:3:forces:R:3:lowdin_charge:R:1 method="wB97M-V/def2-TZVPD" homo_ev=-10.5 de_lowest_kcal_mol=38.9
C 1.0388 0.2035 -0.2685 -0.91 -0.36 1.69 -0.045
C -0.3654 -0.0413 0.3364 0.19 3.81 2.71 -0.515
O -0.7726 -1.2944 0.0989 -0.35 -0.99 0.08 0.007
O -1.3116 0.9745 -0.2636 -0.60 -1.79 2.14 -0.098
H 1.6923 -0.2871 0.4357 0.53 0.09 0.30 0.074
H 1.2310 -0.3151 -1.1818 -0.38 -0.20 -1.06 0.069
H 1.2881 1.2375 -0.3485 0.09 0.66 -0.06 0.073
H -0.2380 0.1571 1.7614 -0.72 -0.54 -4.39 0.220
H -0.3254 -1.4720 -0.7302 -0.31 -0.84 -0.43 0.093
H -2.2372 0.8375 0.1603 2.46 0.15 -0.99 0.122



# 7
10
Properties=species:S:1:pos:R:3:forces:R:3:lowdin_charge:R:1 method="wB97M-V/def2-TZVPD" smiles="O=S(=O)([O-])NC(F)(F)F" homo_ev=-5.2 de_lowest_kcal_mol=21.4 total_charge=-1
O 1.9211 -0.0444 -1.3026 0.20 0.64 0.29 -0.397
S 1.4154 -0.2610 0.0520 2.78 2.52 -2.08 0.350
O 2.3443 0.1417 1.1063 -1.14 -0.23 -0.45 -0.375
O 0.8319 -1.5394 0.1421 -1.11 -2.14 1.18 -0.325
N 0.0875 0.8982 0.1382 -4.50 -3.59 1.65 -0.006
C -1.2826 0.0025 0.1077 2.69 1.68 0.95 -0.686
F -2.3699 0.7515 0.2616 -0.48 1.67 -0.05 0.112
F -1.3517 -0.8499 1.1133 0.35 -0.30 0.43 0.127
F -1.4879 -0.6417 -1.0206 0.36 -0.51 -0.98 0.141
H -0.1080 1.5425 -0.5980 0.84 0.26 -0.94 0.059



# 8
36
Properties=species:S:1:pos:R:3:forces:R:3:lowdin_charge:R:1 method="wB97M-V/def2-TZVPD" homo_ev="-4.6 / -4.7" multiplicity=6 total_charge=-1
C -1.3579 -0.8733 -3.0614 -0.45 -0.22 0.12 -0.225
C -1.4958 -1.9157 -2.0955 -0.80 -0.37 -0.37 -0.326
C -2.2286 -1.3896 -0.9836 -0.58 -0.23 -0.45 -0.280
H -1.0241 -2.9148 -2.1400 -0.52 0.73 -0.05 0.064
C -2.5427 -0.0248 -1.2732 -0.02 -0.46 -0.14 -0.191
C -2.0184 0.2832 -2.5583 -0.03 -0.27 0.03 -0.185
H -2.1767 1.2228 -3.1109 0.31 -0.54 0.48 0.099
H -0.8734 -0.9678 -4.0436 -0.19 0.11 0.66 0.102
H -2.4907 -1.9362 -0.0686 0.16 0.30 -0.49 0.097
H -3.1757 0.6282 -0.6566 0.55 -0.31 -0.27 0.099
Sm 0.1881 -0.6071 -0.8141 0.87 2.24 -0.79 1.349
Br 1.2946 -3.0147 -0.3632 0.39 -0.85 0.15 -0.078
C 2.2784 1.2909 -0.8958 0.02 -0.65 -1.01 -0.217
C 1.4028 2.0389 -1.7473 0.34 -1.25 -0.43 -0.166
C 1.1971 1.2783 -2.9479 0.75 -0.26 1.08 -0.199
H 1.0321 3.0404 -1.5562 -0.06 -0.22 0.03 0.083
C 1.9288 0.0530 -2.8322 0.05 0.45 0.48 -0.250
C 2.6186 0.0637 -1.5691 -0.23 1.00 -0.16 -0.300
H 3.2280 -0.7431 -1.1625 -0.12 0.31 -0.19 0.065
H 2.6544 1.6066 0.0714 -0.15 -0.10 -0.15 0.080
H 0.6406 1.6057 -3.8171 -0.11 -0.13 0.17 0.085
H 1.9597 -0.7589 -3.5701 0.02 0.45 0.35 0.094
F -0.3826 2.4713 2.1989 -0.73 -0.85 0.86 0.136
C -0.9347 1.4208 2.8699 0.27 -0.41 -0.65 -0.458
F -1.0920 1.7810 4.1739 0.19 -0.31 -1.07 0.133
F -2.1728 1.1940 2.3380 1.03 0.49 0.70 0.132
C -0.0426 0.1027 2.5913 -0.20 0.47 -1.25 -0.252
O 0.0386 -0.0287 1.2279 -0.36 0.31 2.22 -0.337
C 1.4447 0.2394 3.0941 0.14 -0.24 -0.79 -0.485
F 1.5852 0.3102 4.4370 -0.05 0.03 -0.65 0.148
F 2.1454 -0.8352 2.6408 -0.33 1.13 0.68 0.131
F 2.0105 1.3475 2.5328 -0.38 -0.89 0.85 0.132
C -0.7474 -1.1861 3.1652 0.20 -0.30 -0.70 -0.489
F -1.1282 -1.0672 4.4562 0.10 -0.09 -0.57 0.148
F -1.8480 -1.4596 2.4084 0.82 0.12 0.98 0.130
F 0.0846 -2.2557 3.0612 -0.92 0.81 0.32 0.133



# 9
15
Properties=species:S:1:pos:R:3:forces:R:3:lowdin_charge:R:1 method="wB97M-V/def2-TZVPD" homo_ev=-8.9 de_lowest_kcal_mol=122.0
C -2.4049 -0.6105 -0.1442 0.20 -0.67 -0.25 -0.106
N -1.1331 -0.0522 0.3065 -0.83 -1.15 1.84 -0.174
N -0.7491 1.0168 -0.4216 -0.91 2.08 -1.38 0.013
C 0.3144 1.6057 -0.1463 1.92 -1.31 0.16 -0.146
O 1.3194 1.0404 0.6863 -0.86 1.55 0.55 -0.072
N 1.5503 -0.3124 0.5652 2.15 -0.52 -1.25 0.005
C 2.7135 -0.6461 -0.1625 -0.09 2.33 0.62 -0.291
O 3.6936 0.0586 -0.3164 -1.27 -0.77 0.19 0.044
H -3.2163 0.1251 -0.3686 0.53 -0.49 0.67 0.086
H -2.1360 -1.0713 -1.0799 -0.38 -0.36 -0.54 0.061
H -2.6457 -1.4537 0.5586 -0.22 1.07 -0.60 0.095
H -1.2762 0.2778 1.2635 0.44 -0.22 -0.05 0.136
H 0.6084 2.5653 -0.5891 -0.05 -0.54 0.25 0.135
H 0.7759 -0.9452 0.4706 -0.79 0.38 -0.03 0.100
H 2.5857 -1.5981 -0.6220 0.15 -1.40 -0.18 0.114



In order of appearance, M = 127.15; 56.11; 214.97; 80.13; 102.18; 62.07; 164.08; 595.48; 117.11 g mol⁻¹.
In order of appearance, E_tot = -435.38284; -156.98066; -3489.65041; -233.12953; -312.24295; -230.21858; -1017.04502; -4745.72362; -433.12834 Eh.